A molecular structure, C53H100B2CsN4O23 in a non-equilibrium geometry, computed with ωB97M-V/def2-TZVPD.

LUMO energy	1.413	eV
E_HOMO	-6.48	eV
net charge	-1

Geometry as XYZ:
```
183
Properties=species:S:1:pos:R:3:forces:R:3:mulliken_charge:R:1
Cs 0.527034 -0.751208 -0.553805 0.122 -0.328 -0.095 0.12
O -0.157996 -0.304618 -3.863405 -1.691 0.108 -1.373 -0.57
C -1.175726 -0.495918 -4.520255 0.296 -0.691 1.070 0.67
O -2.154776 -1.312188 -4.119315 0.401 0.047 1.140 0.36
B -3.276756 -1.455428 -5.030065 1.503 1.623 -1.651 1.21
O -2.813576 -0.599448 -6.203145 1.569 0.770 0.659 -0.47
C -1.641446 0.007082 -5.921125 0.477 1.364 -2.970 0.23
O -1.038496 0.776532 -6.695645 -1.596 -2.177 2.672 -0.68
O -4.581236 -0.938878 -4.637145 0.534 0.826 0.413 -0.46
C -5.467606 -1.800958 -5.024995 -5.882 -0.222 2.239 0.37
O -6.716026 -1.710838 -4.854175 4.248 0.027 -0.994 -0.69
C -4.758156 -3.054748 -5.409555 -2.309 -4.770 -2.677 0.64
O -3.489246 -2.805008 -5.480015 1.085 -0.280 0.496 -0.71
O -5.283916 -4.145548 -5.734315 1.462 3.366 1.320 -0.69
O 5.336754 -5.323898 -1.324105 -3.426 -0.036 5.583 -0.67
C 4.598634 -5.287648 -0.259875 2.180 -0.489 -5.869 0.18
O 3.859034 -6.301538 0.243785 2.695 1.319 -1.487 -0.50
B 3.120394 -5.802888 1.338125 -1.734 -0.438 0.958 0.40
O 3.424354 -4.363238 1.486475 0.006 -0.363 -0.630 0.18
C 4.183964 -3.973688 0.459325 -0.491 0.446 1.452 0.66
O 4.421904 -2.800888 0.285065 0.592 -1.182 -0.652 -0.66
O 1.681874 -6.117678 1.064465 -0.278 -0.981 1.988 0.46
C 1.189314 -6.747158 2.181785 -3.178 1.739 -0.132 0.44
O -0.000646 -6.967668 2.393445 2.557 0.014 -0.903 -0.65
C 2.290714 -6.807518 3.231235 -1.283 -2.993 3.897 0.28
O 3.374634 -6.508218 2.606935 1.872 0.793 0.405 -0.79
O 2.141224 -7.230928 4.416665 0.761 1.879 -4.401 -0.68
C 0.881604 4.895732 -1.970125 -0.750 0.394 -1.478 -0.27
C 0.341284 5.470882 -3.318275 -1.045 -0.132 2.782 0.49
C -1.054736 4.936882 -3.682415 0.209 -0.115 -1.945 -1.67
O 0.173614 6.916592 -3.070555 0.570 -1.082 -0.697 -0.61
H 0.884264 3.806482 -2.010315 0.225 -0.052 0.054 0.28
H 0.172544 5.231562 -1.213455 0.452 0.022 0.372 -0.35
H 1.889664 5.306202 -1.911535 -0.052 -0.131 0.769 0.21
H 1.140474 5.245012 -4.024245 -0.535 0.454 -0.691 0.32
H -1.276036 5.449222 -4.618705 -0.335 0.241 -0.208 0.47
H -1.934276 5.091112 -3.057325 0.592 0.434 0.760 0.50
H -1.162316 3.902142 -4.007745 0.692 -0.305 0.334 0.36
H -0.770266 7.064562 -3.164335 0.006 0.228 -0.031 0.35
C -1.211606 -1.913258 3.368325 0.976 -1.073 0.390 -0.88
C 0.333934 -2.070758 3.579845 -0.765 -0.815 -2.233 0.64
C 0.805334 -3.570438 3.423485 -1.077 0.487 0.483 -1.11
O 0.957074 -1.416008 2.461465 -0.504 0.919 0.083 0.80
H -1.551756 -2.429538 2.470635 0.300 -0.146 -0.200 0.03
H -1.614986 -0.903528 3.291905 0.402 0.151 0.383 -0.03
H -1.642346 -2.477158 4.195715 -0.460 0.315 0.123 0.48
H 0.626044 -1.548928 4.491155 0.118 -0.368 0.250 0.26
H 1.818694 -3.736018 3.789265 -0.107 0.053 0.114 0.34
H 0.767704 -3.860508 2.373465 0.210 0.580 -0.256 -0.03
H 0.099254 -4.291318 3.835665 0.118 0.062 0.750 0.54
H 1.897754 -1.404368 2.652745 0.697 -0.105 -0.120 -0.45
C 3.912414 -0.563418 5.128405 -1.067 0.637 0.222 -1.43
C 4.566254 -0.910698 3.817485 0.586 0.329 -0.105 1.82
C 5.964104 -1.444038 3.934975 1.081 -1.506 -0.084 -1.71
O 3.686934 -1.705738 2.996235 0.447 0.729 0.859 0.32
H 4.522364 0.120602 5.718465 0.203 0.008 -0.152 0.38
H 3.521284 -1.310718 5.818805 0.392 -0.608 -0.393 0.36
H 3.039794 0.008442 4.812785 -0.316 0.188 0.307 0.15
H 4.719574 0.065222 3.356855 -0.399 0.169 -0.466 -0.49
H 6.560674 -1.078088 4.770605 -0.489 0.259 0.267 0.39
H 6.628924 -1.286498 3.085675 -0.424 0.308 -0.462 0.34
H 5.957064 -2.529468 4.034425 -0.122 -0.250 0.281 0.36
H 4.163694 -2.420978 2.568755 0.026 -0.084 -0.232 -0.35
C -4.747626 1.082962 2.641425 0.162 1.031 -0.820 -2.10
C -4.707616 0.805502 1.116965 -2.028 -1.699 -1.907 2.04
C -6.257056 0.767462 0.634105 0.446 0.719 1.231 -1.54
C -6.500106 0.697532 -0.842055 2.044 0.827 -0.351 -0.41
C -5.687736 1.792832 -1.542965 -0.300 0.324 0.381 -1.44
C -4.190946 1.890632 -1.170225 1.114 0.280 -1.099 1.53
N -3.986176 1.770862 0.265225 -4.623 0.241 1.036 -0.01
O -2.753446 1.969752 0.738355 3.141 -0.217 0.155 1.03
C -3.405136 0.849432 -2.016155 0.148 0.216 1.108 -1.43
C -3.672596 3.298842 -1.604505 -1.542 0.051 0.695 -2.40
C -4.152336 -0.623218 0.910175 1.006 0.262 0.782 -1.54
H -4.980536 2.131792 2.825295 -0.409 0.239 -0.115 0.42
H -3.820916 0.923902 3.192785 0.115 -0.468 -0.224 0.35
H -5.567576 0.493702 3.051995 0.238 -0.079 0.138 0.54
H -6.815236 -0.071838 1.048975 0.481 -0.215 0.632 0.40
H -6.696646 1.656222 1.086815 -0.238 0.296 -0.164 0.45
H -7.530896 0.842012 -1.165645 -0.045 -0.567 0.298 0.48
H -6.049246 -0.245698 -1.150485 -0.636 -0.340 -0.467 0.13
H -6.131796 2.761122 -1.312075 -0.179 0.148 0.144 0.54
H -5.854966 1.635012 -2.608435 0.616 0.161 -0.210 0.34
H -2.391736 0.794942 -1.618485 0.209 -0.070 0.044 0.18
H -3.863546 -0.129498 -1.875955 0.090 -0.082 -0.559 0.13
H -3.302526 1.173882 -3.051685 -0.404 -0.300 -0.025 0.68
H -4.295916 4.050092 -1.119535 -0.317 0.039 0.313 0.45
H -2.677666 3.593772 -1.270985 0.293 -0.642 -0.648 0.26
H -3.952666 3.416012 -2.651375 0.855 0.043 -0.251 0.48
H -4.790836 -1.338698 0.392005 -0.019 0.150 0.065 0.07
H -3.881816 -0.971598 1.906945 -0.196 -0.711 -0.088 0.63
H -3.190156 -0.543438 0.404265 -0.007 -0.168 -0.244 0.11
H -2.845436 2.552712 1.495515 0.200 0.591 0.150 -0.28
C 1.386284 -6.511998 -2.373265 -0.961 -1.614 0.436 -1.70
C 0.665154 -5.174958 -2.713375 0.607 -1.092 0.692 1.91
C -0.114496 -5.244488 -4.016745 -1.370 -0.081 0.237 -0.85
C -1.479756 -5.941498 -3.850065 -1.824 0.117 0.876 -1.02
C -2.394876 -5.121198 -2.857825 1.204 -0.692 -0.636 -0.94
C -1.679346 -4.958848 -1.500535 -0.620 0.312 0.921 1.75
N -0.282676 -4.585418 -1.672935 1.133 0.374 -0.969 -0.21
O 0.338004 -4.345218 -0.403805 -0.272 0.237 -1.115 0.74
C -2.316396 -3.742588 -0.735285 -0.399 0.902 -0.415 -1.78
C -1.909406 -6.315798 -0.741615 -0.029 -0.282 0.577 -1.81
C 1.791704 -4.179698 -2.898255 -0.638 0.986 1.437 -1.42
H 1.561454 -7.138738 -3.247685 0.210 0.485 -0.544 0.40
H 0.797104 -7.228638 -1.801075 -0.692 0.272 0.289 0.26
H 2.311664 -6.555838 -1.798935 0.129 1.012 -0.128 0.15
H -0.287406 -4.182998 -4.194085 -0.490 0.073 -0.491 0.05
H 0.466554 -5.599628 -4.867835 0.192 -0.266 0.288 0.55
H -1.557016 -6.963488 -3.479035 1.346 -0.232 0.505 0.45
H -2.128206 -6.145378 -4.702145 0.523 0.928 -0.883 0.49
H -3.299486 -5.691878 -2.647795 -0.098 0.069 -0.189 0.63
H -2.684446 -4.205168 -3.372745 0.206 0.309 0.409 -0.36
H -1.861176 -3.345588 0.172055 0.077 -1.169 0.551 0.20
H -2.256856 -2.802618 -1.283925 0.462 -0.144 -1.176 0.05
H -3.401306 -3.749948 -0.630285 -0.110 -0.862 0.401 0.47
H -2.958986 -6.482788 -0.499545 -0.265 0.297 -0.357 0.53
H -1.581586 -7.213068 -1.266545 0.001 0.267 -0.646 0.32
H -1.460216 -6.499858 0.234325 0.514 0.828 0.226 0.41
H 1.315324 -3.213878 -3.066715 0.242 0.236 -0.723 0.26
H 2.577924 -4.445728 -3.604785 -0.240 -0.036 0.064 0.39
H 2.164074 -4.062168 -1.880605 0.790 -0.050 -0.103 -0.13
H 0.159814 -5.126318 0.125085 0.309 -0.474 0.288 -0.01
C -2.309346 6.521112 4.157515 0.187 0.348 0.729 -2.06
C -2.373586 5.561702 2.957115 0.398 3.241 -0.633 1.80
C -1.327146 6.122002 1.920245 1.079 -0.756 1.312 -1.38
C 0.120494 5.803782 2.299095 -0.027 -1.032 0.036 -0.91
C 0.226234 4.303232 2.543265 -1.151 -0.597 -1.901 -1.23
C -0.773586 3.658112 3.566665 1.890 0.507 1.639 2.18
N -2.185296 4.174082 3.352775 3.627 0.072 -4.066 1.07
O -3.097276 3.753002 4.229315 -1.578 -0.658 2.163 -0.68
C -0.587796 2.126452 3.352015 -1.285 -0.439 -0.227 -1.95
C -0.271606 3.921722 5.060005 -1.262 -0.420 0.269 -1.82
C -3.689036 5.885942 2.221825 -0.538 -0.767 0.424 -1.97
H -2.940546 6.216812 4.992425 0.029 -0.332 -0.007 0.32
H -2.620646 7.543192 3.941785 -0.179 -0.044 -0.504 0.47
H -1.291266 6.644492 4.526825 0.059 -0.266 0.075 0.32
H -1.508056 5.692252 0.935005 0.003 -0.239 -0.054 0.28
H -1.339106 7.203172 1.782245 -0.895 0.077 0.343 0.38
H 0.609144 6.203552 3.187645 -0.769 0.975 0.224 0.37
H 0.699274 6.190792 1.460445 0.501 -0.541 -0.068 0.46
H 1.268744 3.985082 2.537055 0.025 -0.196 1.260 0.53
H -0.088916 3.765082 1.649295 -0.208 0.291 -0.758 0.15
H -1.184986 1.466022 3.980735 0.063 0.442 0.956 0.54
H -0.973186 1.727532 2.413695 0.304 0.674 -0.712 0.17
H 0.447914 1.796322 3.432235 0.047 0.332 0.120 0.28
H 0.740624 3.661602 5.369545 0.272 -0.238 -0.905 0.37
H -0.432816 4.906562 5.498405 -0.194 0.227 -0.552 0.29
H -0.895626 3.254302 5.654355 -0.117 0.024 0.296 0.46
H -3.815766 5.285062 1.321285 -0.154 -0.394 0.115 0.24
H -3.735376 6.915552 1.867045 0.433 0.091 0.248 0.43
H -4.530546 5.789882 2.907915 -0.294 -0.303 -0.156 0.51
H -3.823116 3.465162 3.670825 -0.263 -0.342 0.219 0.31
C 3.901564 0.316892 -3.211145 0.606 -2.134 0.108 -2.64
C 4.786284 1.084872 -2.218045 -0.314 -0.616 -0.790 1.58
C 4.843474 2.545612 -2.785585 0.682 1.846 2.528 -1.17
C 5.182064 3.627402 -1.650765 -1.221 -1.198 -0.708 -0.71
C 4.420054 3.372232 -0.367915 0.050 -1.485 1.887 -0.79
C 4.459104 1.830712 0.243395 -0.704 2.628 -1.285 1.52
N 4.094004 1.011902 -0.888275 -1.169 1.116 -1.596 -0.34
O 3.679954 -0.280658 -0.545515 0.319 0.323 -0.156 0.74
C 5.850204 1.537822 0.706815 0.797 -0.107 0.246 -1.52
C 3.348724 1.707292 1.347145 1.866 -0.317 -0.714 -1.09
C 6.219674 0.419362 -2.231345 -0.532 1.319 0.430 -1.60
H 4.034074 -0.758368 -3.091355 -0.116 -0.398 1.037 0.51
H 4.323954 0.245722 -4.213455 -0.353 1.439 -0.424 0.51
H 2.820584 0.426282 -3.123895 0.170 0.752 -0.361 0.72
H 5.595584 2.779382 -3.539095 0.080 -0.994 -0.273 0.37
H 3.911454 2.946502 -3.183995 -0.362 -0.845 -0.057 0.47
H 4.782284 4.578252 -2.003125 0.459 0.222 -0.221 0.45
H 6.244974 3.737622 -1.435875 0.050 -0.136 -0.172 0.37
H 3.371734 3.669602 -0.341595 -0.150 -0.117 -0.729 0.04
H 4.868334 4.056212 0.352725 0.114 -0.187 0.555 0.38
H 6.629784 1.988432 0.092565 -0.236 0.279 -0.255 0.38
H 6.033984 1.938232 1.703805 0.031 -0.553 0.273 0.48
H 6.025654 0.472182 0.559415 0.198 -0.220 0.918 0.05
H 3.720054 2.226452 2.230715 -0.433 0.586 -0.052 0.44
H 2.418044 2.078212 0.917785 -0.080 -0.039 0.426 0.18
H 3.301984 0.670092 1.679005 -0.424 -0.112 -0.268 -0.11
H 6.390014 -0.392288 -1.524015 -0.545 -0.356 -0.242 0.12
H 6.899134 1.190542 -1.868425 0.383 0.030 -0.424 0.43
H 6.463204 0.118392 -3.250265 0.170 -0.017 0.158 0.48
H 4.473434 -0.755158 -0.286985 0.160 -0.779 0.173 0.15
```
Positions in Å, forces in eV/Å.